DFT (ωB97M-V with the def2-TZVPD basis set) results for a cluster of 2 separate species, C4H14N3 in total.

Geometry as XYZ:
```
21
Properties=species:S:1:pos:R:3:nbo_charge:R:1
N 1.86018 0.03829 -1.56272 -0.80
C 1.21109 -0.78723 -2.42843 0.33
N 0.01022 -1.18856 -2.23287 -0.79
H 1.28966 0.67599 -1.03481 0.39
H 2.77054 0.37446 -1.84464 0.42
H 1.79350 -1.09806 -3.29322 0.19
H -0.28698 -1.76588 -3.00960 0.39
C -1.11614 0.24603 0.85817 -0.22
C -0.38428 0.63032 2.12257 -0.42
C -0.67690 2.08529 2.50495 -0.61
N -0.71564 -1.11741 0.36757 -0.72
H -2.19586 0.23140 1.01523 0.23
H -0.92360 0.93560 0.03300 0.21
H 0.68818 0.50014 1.97824 0.20
H -0.68147 -0.06617 2.91208 0.22
H -0.81337 2.71034 1.62762 0.21
H -1.57338 2.16327 3.12147 0.23
H 0.14067 2.47687 3.10131 0.24
H 0.17891 -1.38754 0.78869 0.42
H -1.36167 -1.84557 0.67434 0.43
H -0.58578 -1.15768 -0.71163 0.46
```

* energy relative to the best compared isomer or geometry (same formula, charge and spin): 0.3540 eV
* HOMO: -13.91 eV
* orbital gap: 11.2 eV
* max |F|: 0.68 eV/A
* total charge: +1
* E_tot: -324.85184 Eh
* LUMO: -2.750 eV



DFT (ωB97M-V with the def2-TZVPD basis set) results for a cluster of 3 separate species, C28H30F6N2O4Si in total in a non-equilibrium geometry.

Geometry as XYZ:
```
71
Properties=species:S:1:pos:R:3:mulliken_charge:R:1
C 2.81345 0.36308 -1.71069 -0.74
Si 3.27863 -1.26402 -2.67483 0.44
C 2.51946 -1.22438 -4.44889 -0.94
C 2.70328 -2.75069 -1.60402 -0.47
C 1.31766 -3.43458 -2.05649 -1.10
C 0.00476 -2.54605 -1.73904 1.15
F -1.08152 -3.42560 -1.39267 -0.34
F 0.28756 -1.76779 -0.57489 -0.29
O -0.27693 -1.77975 -2.91786 -0.28
C -0.81327 -0.48378 -2.61737 -0.12
O -0.12618 0.51011 -2.98073 -0.51
N -2.13382 -0.39325 -1.97303 0.54
C -2.36914 0.92853 -1.30174 -0.69
C -1.28665 1.32869 -0.18466 0.22
F -0.68356 2.58751 -0.62225 -0.36
C -3.19974 -0.62118 -2.99649 0.31
O -4.41562 -0.45829 -2.67787 -0.48
N -2.93856 -1.06386 -4.38312 -0.23
C -2.64281 0.04171 -5.28614 0.69
O -3.13808 1.18934 -5.14219 -0.46
F -1.72636 -0.09027 -6.39434 -0.23
C 5.22316 -1.22999 -2.75630 0.43
C 6.12489 -2.45644 -2.36354 -0.29
C 7.66932 -2.24385 -2.44029 -0.39
C 8.28609 -0.87915 -2.87069 -0.39
C 7.37329 0.31179 -3.27888 -0.41
C 5.82842 0.15945 -3.22250 -0.30
H 3.61827 0.50084 -0.89242 0.35
H 2.95151 1.25831 -2.42660 0.22
H 1.77822 0.31476 -1.23207 0.01
H 1.71956 -2.01698 -4.63596 0.23
H 3.39483 -1.34298 -5.20211 0.42
H 2.10998 -0.15701 -4.60815 0.23
H 2.70656 -2.47422 -0.48334 0.34
H 3.52310 -3.56637 -1.71628 0.25
H 1.24357 -4.46757 -1.54807 0.40
H 1.37600 -3.64052 -3.18340 0.28
H -2.51170 1.72053 -2.12412 0.40
H -3.39068 0.87089 -0.75669 0.35
H -1.77570 1.56254 0.83618 0.18
H -0.48249 0.54401 0.01992 -0.02
H -2.26059 -1.83839 -4.44868 0.36
H 5.65714 -3.44132 -2.02326 0.18
H 8.35608 -3.10962 -2.13926 0.29
H 9.41985 -0.69349 -2.90056 0.29
H 7.78769 1.32539 -3.61414 0.30
H 5.13812 1.04039 -3.51115 0.16
F -2.45238 -0.21733 4.33045 -0.34
C -3.59201 -0.01836 3.64756 0.46
C -4.62020 0.70639 4.23220 -0.16
C -5.79852 0.91617 3.52143 -0.56
C -5.93861 0.38986 2.23878 -0.55
C -4.90102 -0.34012 1.66610 -0.50
C -3.72068 -0.54070 2.37019 -0.43
H -4.49639 1.10111 5.23338 0.28
H -6.60605 1.48818 3.96590 0.38
H -6.85889 0.55022 1.68593 0.39
H -5.01277 -0.75346 0.66861 0.47
H -2.90076 -1.09961 1.93312 0.59
F -3.05563 1.62932 8.83390 -0.32
C -2.36687 2.31633 7.90931 0.18
C -1.81024 3.54092 8.24523 -0.42
C -1.09199 4.25058 7.28786 -0.36
C -0.94779 3.73238 6.00250 -0.54
C -1.51537 2.50397 5.67523 -0.25
C -2.22423 1.78910 6.63525 -0.40
H -1.93992 3.93184 9.24783 0.41
H -0.64571 5.20618 7.54219 0.36
H -0.39095 4.28879 5.25498 0.37
H -1.40573 2.10348 4.67294 0.37
H -2.66439 0.82828 6.40078 0.59
```

* HOMO: -8.82 eV
* orbital gap: 8.4 eV
* max |F|: 5.97 eV/A
* SMILES: C[Si](C)(CCC(F)(F)OC(=O)N(CCF)C(=O)NC(=O)F)c1ccccc1.Fc1ccccc1.Fc1ccccc1
* E_tot: -2383.91112 Eh
* LUMO: -0.374 eV



DFT (ωB97M-V with the def2-TZVPD basis set) results for a structure of composition C14H24BrF8IN2O3P in a non-equilibrium geometry.

Geometry as XYZ:
```
54
Properties=species:S:1:pos:R:3:nbo_charge:R:1
C 3.14165 5.04643 1.48570 -0.59
C 2.82894 4.69959 0.04885 -0.41
C 3.20694 3.24109 -0.20490 -0.22
N 2.10044 2.50451 -0.88873 -0.98
P 1.64098 1.09661 -0.24074 2.11
C 0.01881 0.78685 -0.90499 -0.86
C -0.89845 1.97901 -0.59916 -0.29
C -2.05057 1.59778 0.31864 -0.64
I -1.67193 2.80395 -2.43308 0.12
O 1.49703 1.33183 1.32979 -0.76
N 1.42772 0.10246 2.18551 0.48
O 0.40921 -0.39229 2.13544 -0.13
C 2.64971 -0.37128 -0.65871 -0.64
Br 3.27530 -0.13292 -2.46894 0.10
C 3.74790 -0.78115 0.29113 -0.43
C 4.76634 0.28789 0.62595 -0.62
H 2.89891 6.05792 1.72480 0.23
H 2.57469 4.37672 2.10152 0.19
H 4.17113 4.82302 1.68687 0.20
H 1.77366 4.77905 -0.11804 0.21
H 3.39297 5.31485 -0.62112 0.22
H 3.41678 2.79160 0.74373 0.20
H 4.08599 3.18872 -0.80725 0.21
H 2.28661 2.35528 -1.87327 0.44
H 0.14232 0.72077 -1.96843 0.29
H -0.38699 -0.11878 -0.51044 0.26
H -0.32729 2.76343 -0.16540 0.22
H -1.79274 1.88117 1.31651 0.22
H -2.95943 2.07680 0.05029 0.24
H -2.22884 0.54543 0.26216 0.22
H 1.95022 -1.17945 -0.71460 0.26
H 3.32288 -1.18172 1.18999 0.23
H 4.26487 -1.58525 -0.18908 0.24
H 5.67675 -0.19066 0.90756 0.24
H 4.94959 0.94992 -0.19520 0.21
H 4.43197 0.86727 1.46646 0.21
C -4.47268 -2.62408 -1.19629 -0.14
C -4.11294 -4.01797 -1.71712 0.59
C -4.67211 -5.19908 -0.92802 0.52
F -4.20933 -5.16815 0.34477 -0.32
F -4.25519 -6.34358 -1.51254 -0.31
F -2.76692 -4.12404 -1.81685 -0.32
F -4.62866 -4.11017 -2.97225 -0.32
O -3.50245 -2.02397 -0.36817 -0.52
C -3.48178 -2.34121 0.95479 0.85
C -2.19151 -3.07100 1.32160 0.51
F -2.07056 -4.19730 0.59421 -0.31
F -2.22928 -3.39984 2.62993 -0.32
F -4.56304 -3.05084 1.30851 -0.30
F -3.49593 -1.17329 1.64503 -0.33
H -4.52780 -1.98228 -2.07198 0.23
H -5.45985 -2.60380 -0.73663 0.22
H -5.76607 -5.18023 -0.92172 0.15
H -1.32796 -2.42558 1.13391 0.12
```

* HOMO: -12.43 eV
* orbital gap: 7.4 eV
* max |F|: 1.71 eV/A
* total charge: +1
* E_tot: -4894.75568 Eh
* LUMO: -5.077 eV



DFT (ωB97M-V with the def2-TZVPD basis set) results for a cluster of 2 separate species, C7H15NSi in total in a non-equilibrium geometry.

Geometry as XYZ:
```
24
Properties=species:S:1:pos:R:3:nbo_charge:R:1
C 2.24085 -0.52041 -1.28595 -0.70
C 0.31096 1.02020 2.58671 0.06
C 1.92521 -0.79098 1.86694 0.31
C -0.98590 0.49544 3.27858 -0.68
C -0.66809 -1.97242 -0.72494 -0.61
C 0.28289 1.88029 -0.77813 -1.09
C -0.70280 -0.98947 -1.88388 -0.79
N 1.14930 0.05304 2.18561 -0.58
Si 0.71932 0.38514 -1.81045 1.29
H 2.94675 0.11559 -0.65383 0.19
H 2.56465 -1.35790 -1.68183 0.16
H 0.80462 1.94523 2.94457 0.20
H -1.05747 0.61209 4.35992 0.23
H -1.24690 -0.53250 3.15190 0.23
H -1.80244 1.14485 3.06186 0.23
H -1.37307 -2.76508 -0.92250 0.20
H 0.30316 -2.47504 -0.54828 0.22
H -0.94825 -1.43762 0.11102 0.19
H -0.23413 2.54162 -1.39455 0.24
H -0.28631 1.67196 0.09589 0.24
H 1.11612 2.47275 -0.45619 0.24
H -1.70882 -0.47932 -2.13527 0.22
H -0.31667 -1.46588 -2.72142 0.21
H 1.00525 0.68387 -3.14592 -0.21
```

* energy relative to the best compared isomer or geometry (same formula, charge and spin): 4.7399 eV
* HOMO (spin up / spin down): -8.25 / -8.68 eV
* orbital gap (spin up / spin down): 7.5 / 8.8 eV
* max |F|: 6.58 eV/A
* E_tot: -619.75783 Eh
* LUMO (spin up / spin down): -0.730 / 0.119 eV



Q: Which of these has the lowest E_tot?
A: C14H24BrF8IN2O3P



Copy entry 3 word for word.
DFT (ωB97M-V with the def2-TZVPD basis set) results for a structure of composition C14H24BrF8IN2O3P in a non-equilibrium geometry.

Geometry as XYZ:
```
54
Properties=species:S:1:pos:R:3:nbo_charge:R:1
C 3.14165 5.04643 1.48570 -0.59
C 2.82894 4.69959 0.04885 -0.41
C 3.20694 3.24109 -0.20490 -0.22
N 2.10044 2.50451 -0.88873 -0.98
P 1.64098 1.09661 -0.24074 2.11
C 0.01881 0.78685 -0.90499 -0.86
C -0.89845 1.97901 -0.59916 -0.29
C -2.05057 1.59778 0.31864 -0.64
I -1.67193 2.80395 -2.43308 0.12
O 1.49703 1.33183 1.32979 -0.76
N 1.42772 0.10246 2.18551 0.48
O 0.40921 -0.39229 2.13544 -0.13
C 2.64971 -0.37128 -0.65871 -0.64
Br 3.27530 -0.13292 -2.46894 0.10
C 3.74790 -0.78115 0.29113 -0.43
C 4.76634 0.28789 0.62595 -0.62
H 2.89891 6.05792 1.72480 0.23
H 2.57469 4.37672 2.10152 0.19
H 4.17113 4.82302 1.68687 0.20
H 1.77366 4.77905 -0.11804 0.21
H 3.39297 5.31485 -0.62112 0.22
H 3.41678 2.79160 0.74373 0.20
H 4.08599 3.18872 -0.80725 0.21
H 2.28661 2.35528 -1.87327 0.44
H 0.14232 0.72077 -1.96843 0.29
H -0.38699 -0.11878 -0.51044 0.26
H -0.32729 2.76343 -0.16540 0.22
H -1.79274 1.88117 1.31651 0.22
H -2.95943 2.07680 0.05029 0.24
H -2.22884 0.54543 0.26216 0.22
H 1.95022 -1.17945 -0.71460 0.26
H 3.32288 -1.18172 1.18999 0.23
H 4.26487 -1.58525 -0.18908 0.24
H 5.67675 -0.19066 0.90756 0.24
H 4.94959 0.94992 -0.19520 0.21
H 4.43197 0.86727 1.46646 0.21
C -4.47268 -2.62408 -1.19629 -0.14
C -4.11294 -4.01797 -1.71712 0.59
C -4.67211 -5.19908 -0.92802 0.52
F -4.20933 -5.16815 0.34477 -0.32
F -4.25519 -6.34358 -1.51254 -0.31
F -2.76692 -4.12404 -1.81685 -0.32
F -4.62866 -4.11017 -2.97225 -0.32
O -3.50245 -2.02397 -0.36817 -0.52
C -3.48178 -2.34121 0.95479 0.85
C -2.19151 -3.07100 1.32160 0.51
F -2.07056 -4.19730 0.59421 -0.31
F -2.22928 -3.39984 2.62993 -0.32
F -4.56304 -3.05084 1.30851 -0.30
F -3.49593 -1.17329 1.64503 -0.33
H -4.52780 -1.98228 -2.07198 0.23
H -5.45985 -2.60380 -0.73663 0.22
H -5.76607 -5.18023 -0.92172 0.15
H -1.32796 -2.42558 1.13391 0.12
```

* HOMO: -12.43 eV
* orbital gap: 7.4 eV
* max |F|: 1.71 eV/A
* total charge: +1
* E_tot: -4894.75568 Eh
* LUMO: -5.077 eV